No. 1
A structure of composition C25H50N2P2V in a non-equilibrium geometry, computed with ωB97M-V/def2-TZVPD.

XYZ file:
```
80
Properties=species:S:1:pos:R:3:mulliken_spin:R:1
V 0.11535 -0.67553 -1.11421 2.109
P 2.46515 -0.99990 -1.55989 -0.058
P -0.47910 0.72790 1.83744 0.058
N -1.19541 -1.37175 -2.69696 -0.023
N 0.11583 0.20962 0.39209 -0.191
C -0.27369 2.75489 -3.66912 -0.009
C -0.43069 1.62312 -2.84155 -0.066
C 3.13434 0.62713 -2.15852 0.010
C 1.17271 -1.16667 3.11708 0.018
C -0.69406 -1.12624 -4.07072 0.050
C -0.46897 2.62998 1.59391 0.004
C 0.69413 0.91894 -2.40644 0.005
C 2.05938 1.15111 3.30519 -0.002
C 0.90243 3.00828 1.01221 -0.022
C 2.11650 2.53108 -3.52992 -0.010
C -1.63936 -3.75224 1.90918 0.072
C 1.97078 1.38577 -2.73120 -0.069
C 0.99521 3.20554 -4.00866 0.008
C -2.48264 -2.10416 3.65397 0.021
C -1.84512 1.15585 -2.53734 -0.017
C -0.78816 3.28406 2.95456 -0.006
C -1.53059 3.04528 0.57086 0.008
C -2.02256 -2.62507 -2.76252 0.039
C 2.80753 -2.04428 -3.03274 0.006
C -3.18030 -1.82987 1.24890 0.118
C -2.04338 -0.28170 -2.06470 0.123
C 0.78459 0.29991 3.31539 -0.017
C -2.38817 -2.54662 2.25465 0.635
C 3.87268 -1.46837 -0.46253 0.005
C 0.08891 0.48727 4.67696 0.006
H 0.07520 3.32803 3.62876 -0.001
H -1.17753 3.23476 -4.05945 0.001
H -1.29803 -1.71773 -4.76684 0.006
H 1.10227 4.07401 -4.64762 0.001
H 1.75757 -1.49790 3.98964 0.000
H 1.79878 -1.28762 2.22452 0.003
H 4.83293 -1.42978 -1.01460 -0.001
H -2.27068 -2.79663 -3.81760 0.004
H 3.95891 0.47655 -2.87182 -0.001
H 1.72186 2.88293 1.72427 -0.001
H 0.82109 0.23651 5.46165 -0.002
H -3.45395 -2.37309 4.10375 0.041
H -2.29447 1.79814 -1.75805 -0.005
H 0.34528 -1.40878 -4.22567 -0.027
H 3.57955 1.14132 -1.28899 0.000
H 1.10979 2.39772 0.12264 0.013
H -3.14345 -0.74444 1.43405 -0.002
H -2.40778 -1.00900 3.72973 0.007
H 0.62384 -2.36759 -0.55147 -0.087
H -2.98834 -2.48055 -2.27810 0.001
H -0.84628 -0.09228 -4.35536 0.003
H -1.82220 -4.54289 2.64916 0.024
H 1.88932 2.17888 3.65287 -0.001
H -0.77789 -0.17384 4.78811 -0.003
H -4.24613 -2.12409 1.27092 0.048
H -0.16044 -2.29649 -0.24540 0.171
H -0.55509 -3.57906 1.89250 0.037
H -1.58635 4.14291 0.58596 -0.001
H -2.81542 -2.01947 0.22689 -0.006
H -3.08210 -0.54910 -2.27339 0.019
H 3.12202 2.86368 -3.77631 0.000
H -1.92957 -0.38273 -0.96484 -0.057
H 0.29977 -1.82764 3.03371 0.006
H 3.89138 -2.18447 -3.17412 -0.003
H -1.12328 4.31154 2.77042 -0.001
H -1.25200 2.74305 -0.44421 0.008
H 3.91472 -0.77429 0.39325 0.000
H 0.88350 4.06208 0.69576 -0.001
H -1.59835 2.74916 3.46782 0.001
H -2.52269 2.64527 0.80427 -0.001
H 2.53126 1.15273 2.31569 0.000
H -1.57217 -3.55311 -2.40525 -0.008
H 2.37705 -1.60501 -3.94137 -0.002
H -2.51003 1.30434 -3.40532 0.003
H 2.79252 0.71093 4.00643 0.002
H -0.24199 1.52073 4.85023 0.002
H -1.92528 -4.13176 0.92131 0.001
H 2.32893 -3.01939 -2.86483 -0.003
H 3.70647 -2.48961 -0.08511 0.000
H -1.69585 -2.55026 4.27607 0.002
```

Properties
Kohn-Sham gap (spin up / spin down) in Ha: 0.226 / 0.239
2S+1: 4
ΔE to the lowest compared entry with this formula, charge and spin in kcal/mol: 0.0
LUMO level (spin up / spin down) in eV: 0.35 / 0.31



No. 2
A cluster of 3 separate species, C25H50N3O5Si in total in a non-equilibrium geometry, computed with ωB97M-V/def2-TZVPD.

XYZ file:
```
84
Properties=species:S:1:pos:R:3:mulliken_spin:R:1
Si -2.06344 5.97762 -2.01239 0.000
O 1.43891 8.87261 -2.45596 0.000
O 2.35536 4.76592 -3.20195 0.000
O 2.49915 7.00895 -3.06585 0.000
O 0.94881 -3.59614 1.78770 0.520
O -2.68739 0.87363 0.26949 0.572
N -0.82320 7.10036 -2.10336 0.000
N 1.66559 -3.98666 2.78377 0.405
N -2.00173 0.29868 -0.66118 0.333
C -3.57938 -1.50788 -1.28646 0.027
C -1.54622 4.45361 -0.98548 0.003
C 3.09745 -2.11011 2.11276 -0.024
C 2.57168 5.73078 -1.03090 0.000
C -1.70207 -1.95678 0.32434 0.012
C -1.00974 -0.65309 -0.07040 0.000
C -0.38822 -0.02269 1.16811 0.016
C -2.14310 -0.44159 -3.04889 0.010
C -3.95639 0.85609 -2.03091 -0.014
C 3.68810 -5.93820 2.04161 -0.018
C 2.44657 5.75159 -2.52211 0.000
C 1.78371 -5.72649 4.58867 0.012
C 1.30183 7.78160 -2.89695 0.000
C 3.83234 -4.46107 1.68118 0.023
C -3.47437 6.77348 -1.03405 0.000
C -2.69578 5.32226 -3.68904 0.000
C 1.41825 -5.42586 3.11442 0.016
C -2.58077 -2.54700 -0.77733 -0.023
C 0.00836 7.10997 -3.27603 0.000
C -2.90914 -0.20910 -1.73644 0.025
C 2.21498 -6.32087 2.16216 0.026
C 0.14687 -0.92858 -1.06440 0.022
C 3.80600 -3.50598 4.00274 0.017
C -0.06704 -5.71736 2.94616 -0.007
C 3.08841 -3.53645 2.64423 0.017
H -2.03839 5.56974 -4.52144 0.000
H 4.15644 -6.54873 1.26755 0.002
H -0.36671 7.73466 -4.11089 0.000
H 1.00314 -6.32267 5.05927 0.001
H -2.85684 -0.64301 -3.84814 0.000
H 4.77234 -3.01686 3.88333 0.000
H 2.71657 -6.28234 4.68646 0.001
H -4.62113 1.01747 -1.18599 0.001
H 0.06996 0.93784 0.92807 -0.004
H 2.11750 -7.35539 2.49956 0.000
H 0.17838 -0.18422 -1.85719 -0.009
H 0.38087 -0.69899 1.54310 -0.011
H 3.22878 -2.93414 4.73005 -0.007
H -1.57484 0.44775 -3.32258 -0.005
H 3.45140 -4.30173 0.66781 0.005
H 2.70284 -2.04863 1.10145 0.008
H -2.32625 -1.77320 1.20518 -0.004
H 0.08064 -1.91555 -1.52468 0.001
H -0.93747 -2.67275 0.62830 0.033
H -0.39253 -5.60668 1.91463 0.005
H 2.16944 4.78756 -0.67252 0.000
H -4.55866 0.53311 -2.88109 0.000
H -2.78054 4.23213 -3.65066 0.000
H 4.22300 -6.16194 2.96877 -0.001
H -4.29570 -1.28253 -0.49010 0.008
H -3.00374 7.19099 -0.14175 0.000
H 2.02121 6.56042 -0.59090 0.000
H -1.11892 0.13413 1.95817 0.002
H 3.61928 5.82890 -0.74841 0.000
H -1.96731 -2.92386 -1.60082 0.000
H 0.25249 6.12297 -3.68799 0.000
H -3.69644 5.69057 -3.92683 0.000
H -0.66892 -5.05454 3.56900 -0.001
H -2.39439 3.87934 -0.60722 -0.002
H -3.12098 -3.41062 -0.38258 0.001
H 4.12444 -1.74554 2.09662 0.000
H 4.88580 -4.17349 1.66953 0.000
H -3.87542 7.61863 -1.59485 0.000
H 3.99967 -4.49188 4.41795 0.001
H -4.15538 -1.90853 -2.12442 0.002
H 1.87180 -4.81368 5.17339 -0.011
H -0.91561 3.80364 -1.59675 0.000
H 1.10666 -0.87749 -0.55203 0.000
H -1.46038 -1.28757 -3.01206 0.001
H -3.48555 1.80734 -2.28141 0.006
H 2.50870 -1.45012 2.75066 0.002
H 1.75919 -6.27046 1.16852 0.004
H -0.25460 -6.74644 3.25309 0.000
H -0.94790 4.83470 -0.15864 0.001
H -4.27033 6.08644 -0.74578 0.000
```

Properties
Kohn-Sham gap (spin up / spin down) in Ha: 0.172 / 0.160
2S+1: 3
Charge: -1
LUMO level (spin up / spin down) in eV: 1.79 / 1.47